(1)
Computed, not measured: 2 unconnected molecules or ions with the total composition C21H21BCl2O6 at a distorted geometry, with ωB97M-V with the def2-TZVPD basis set.

Geometry as XYZ:
```
51
Properties=species:S:1:pos:R:3:forces:R:3:nbo_charge:R:1
Cl 6.67194 1.50293 6.47153 0.61 0.16 -0.25 0.008
C 5.15035 1.14735 7.16942 -1.05 -0.35 0.71 -0.055
C 5.09265 0.62023 8.47356 -0.07 0.19 -0.69 -0.228
C 3.85826 0.31691 9.02947 -0.55 0.24 -0.62 -0.198
C 2.67393 0.55731 8.30479 1.07 0.01 -0.52 -0.057
C 1.39368 0.33309 8.92288 -1.63 0.05 -0.96 -0.227
C 0.23755 0.58904 8.25727 0.89 -0.68 0.87 -0.123
C -1.05350 0.49741 8.98566 -0.15 -0.05 0.22 -0.471
C -2.25033 1.11443 8.32606 -0.01 -0.27 0.62 -0.002
C -3.15706 1.89683 9.04200 -0.35 0.10 -0.48 -0.186
C -4.30389 2.38280 8.40881 0.09 -0.19 -0.89 -0.226
C -4.53077 2.04064 7.06166 0.83 -0.70 0.51 -0.064
Cl -5.93670 2.60583 6.24361 -0.38 0.24 -0.12 0.000
C -3.67331 1.16066 6.37764 0.06 0.40 0.39 -0.217
C -2.52876 0.71346 7.03041 -0.54 0.21 -0.23 -0.214
C 2.74910 1.08556 6.99842 0.65 -0.06 0.27 -0.187
C 3.98019 1.38164 6.42745 0.21 -0.30 0.56 -0.224
H 6.00319 0.45140 9.03636 0.00 0.04 -0.14 0.225
H 3.76602 -0.09758 10.03125 0.16 0.11 -0.14 0.216
H 1.37154 -0.12669 9.91716 -0.08 0.74 -0.13 0.227
H 0.16733 0.63474 7.16397 0.29 0.60 0.50 0.195
H -0.93474 0.84590 10.01312 -0.08 -0.09 -0.07 0.220
H -1.22549 -0.56670 8.99809 -0.47 -0.64 0.45 0.246
H -3.01411 2.08476 10.10423 0.15 0.08 -0.24 0.218
H -5.02506 3.02449 8.90978 0.18 -0.18 0.00 0.226
H -3.87649 0.83581 5.35840 -0.14 0.19 0.26 0.223
H -1.87419 -0.02626 6.58019 -0.12 0.18 -0.20 0.226
H 1.84073 1.27929 6.43006 0.35 0.02 0.17 0.214
H 4.04067 1.79078 5.42470 0.07 -0.05 0.12 0.225
C 1.60619 -4.29399 9.35494 0.58 0.06 -0.12 -0.728
C 0.50012 -3.37993 9.72703 -0.36 1.47 0.62 0.826
O 0.56456 -2.31108 10.31415 -0.15 -2.14 -1.04 -0.565
O -0.68751 -3.90595 9.25772 0.28 0.10 0.55 -0.721
B -1.86550 -3.58508 9.87463 0.12 0.78 -0.23 1.352
O -3.02744 -3.49855 9.14509 0.61 -0.08 -0.44 -0.717
C -2.93538 -3.12770 7.82131 1.07 0.99 -0.45 0.822
C -4.13791 -3.61797 7.09516 -0.41 0.08 -0.44 -0.730
O -2.01459 -2.46060 7.37416 -1.77 -1.28 0.82 -0.566
O -1.90458 -3.38980 11.22353 -0.47 0.25 -0.08 -0.727
C -2.79011 -2.45228 11.73165 0.08 0.87 -0.81 0.818
C -3.15150 -2.87718 13.11073 -0.29 0.30 0.47 -0.728
O -3.12939 -1.46993 11.10349 0.48 -1.60 1.16 -0.545
H 1.29126 -4.94212 8.53448 0.17 0.05 0.24 0.242
H 2.47479 -3.70548 9.07166 0.07 0.02 -0.05 0.248
H 1.89577 -4.88168 10.22982 -0.13 -0.07 -0.08 0.250
H -4.88451 -3.99507 7.80033 0.20 0.05 -0.27 0.239
H -4.55623 -2.80105 6.50588 0.01 0.00 0.05 0.251
H -3.85804 -4.39673 6.37925 0.05 0.02 0.19 0.250
H -2.42254 -3.60013 13.48391 -0.24 0.18 -0.03 0.241
H -3.21620 -2.01029 13.76369 0.04 0.04 0.03 0.245
H -4.14791 -3.32607 13.09231 0.09 -0.08 -0.06 0.250
```
Forces are in eV/Å.

**Electronic energy**: -2209.665417 a.u.
**Max |F|**: 2.38 eV Å⁻¹
**Lowest unoccupied orbital energy**: 0.0084 Eh
**SMILES string**: Clc1ccc(/C=C/Cc2ccc(Cl)cc2)cc1.CC(=O)OB(OC(C)=O)OC(C)=O

---

(2)
Computed, not measured: 2 unconnected molecules or ions with the total composition C6H14N2, with ωB97M-V with the def2-TZVPD basis set.

Geometry as XYZ:
```
22
Properties=species:S:1:pos:R:3:forces:R:3:nbo_charge:R:1
C -1.41736 -1.09193 3.55989 0.67 -0.06 0.08 -0.363
C -1.11813 -1.92368 2.56167 -0.61 0.33 0.27 -0.224
C -0.26470 -1.55462 1.44357 0.72 -0.39 -0.36 -0.219
C 0.08883 -2.41382 0.48364 -0.34 -0.02 0.44 -0.384
H -0.91896 -0.12985 3.62281 -0.21 0.10 -0.12 0.190
H -2.02204 -1.36475 4.41247 -0.14 -0.13 -0.11 0.201
H -1.56081 -2.91477 2.54383 0.04 -0.03 -0.07 0.201
H 0.18801 -0.56826 1.43973 -0.20 0.12 0.10 0.205
H 0.77429 -2.15822 -0.30867 0.04 0.06 -0.02 0.199
H -0.31172 -3.42147 0.50428 0.05 -0.03 -0.13 0.191
N 0.97978 3.20200 -1.19613 -0.07 -0.09 -0.07 -0.840
C 0.63699 2.09479 -2.10432 0.09 0.75 0.10 -0.218
C 0.24074 0.87962 -1.29728 0.51 -0.21 -0.37 -0.223
N -0.05833 -0.24641 -2.18964 -0.32 0.45 0.32 -0.835
H 0.96754 4.07932 -1.69425 -0.03 0.11 -0.04 0.357
H 1.91833 3.09847 -0.83352 0.04 -0.08 0.06 0.348
H 1.46498 1.86037 -2.78599 -0.05 -0.25 0.02 0.160
H -0.18661 2.43213 -2.73406 -0.12 -0.16 0.04 0.193
H 1.07910 0.68185 -0.60927 -0.15 -0.13 0.09 0.152
H -0.63477 1.08790 -0.68605 -0.04 0.14 -0.04 0.199
H 0.77718 -0.73270 -2.46192 0.31 -0.11 -0.14 0.348
H -0.62234 -0.89599 -1.67079 -0.19 -0.38 -0.03 0.363
```
Forces are in eV/Å.

**Electronic energy**: -346.461010 a.u.
**Max |F|**: 0.89 eV Å⁻¹
**Lowest unoccupied orbital energy**: 0.0365 Eh
**Energy relative to the best compared isomer or geometry (same formula, charge and spin)**: 41.5 kcal/mol
**SMILES string**: C=CC=C.NCCN

---

(3)
Computed, not measured: 3 unconnected molecules or ions with the total composition C27H54N3O7 at a distorted geometry, with ωB97M-V with the def2-TZVPD basis set.

Geometry as XYZ:
```
91
Properties=species:S:1:pos:R:3:forces:R:3:lowdin_charge:R:1
C -0.11055 -2.57760 1.28361 -0.14 -0.01 -0.48 -0.070
C -0.36152 -2.21499 -0.19962 0.42 0.05 0.51 -0.179
C 0.31024 -0.91823 -0.65215 0.28 -0.59 -0.31 -0.125
O -0.64074 0.15948 -0.90507 -0.08 0.00 0.20 0.011
C -1.48167 0.45526 0.07040 0.07 0.10 0.01 -0.228
N -2.77833 0.48009 -0.29480 -0.08 -0.08 0.46 0.242
C -3.82683 0.79388 0.49865 -0.10 0.21 0.39 -0.130
C -5.18892 0.73639 -0.12770 0.29 -0.19 0.24 -0.086
C -6.12233 -0.34501 0.46103 -0.18 -0.05 -0.59 -0.151
C -6.30701 -1.58085 -0.45799 -0.41 -0.16 0.59 -0.423
C -7.78028 -1.98119 -0.47960 0.05 -0.04 0.01 -0.077
C -5.45807 -2.75097 0.04048 0.23 0.20 -0.30 -0.067
C -3.56295 1.15646 1.82130 0.35 -0.26 -0.29 -0.111
C -4.63694 1.63853 2.76237 0.01 0.54 -0.13 -0.076
C -4.27516 1.44415 4.21998 0.08 0.41 -0.26 -0.269
O -4.36870 0.38492 4.74944 -0.05 -0.94 0.46 0.108
C -2.22933 1.12556 2.24203 0.14 -0.11 -0.63 0.119
C -1.17855 0.80016 1.38854 -0.34 0.15 0.21 -0.190
O 0.11491 0.81700 1.77757 0.02 -0.07 -0.37 0.089
H 0.54204 -1.85458 1.75813 -0.03 0.15 0.20 0.045
H -1.04521 -2.67307 1.82734 -0.05 0.05 0.21 0.075
H 0.40977 -3.52700 1.34465 -0.01 -0.17 0.08 0.076
H -1.42793 -2.17866 -0.41354 -0.11 0.01 -0.15 0.101
H 0.05199 -3.00790 -0.81330 -0.08 -0.11 -0.20 0.112
H 1.08434 -0.59506 0.03470 -0.08 0.21 0.24 0.116
H 0.79194 -1.07269 -1.61064 -0.11 0.24 -0.22 0.121
H -2.97376 0.22636 -1.25563 0.10 -0.04 -0.10 0.192
H -5.62508 1.72965 -0.05449 -0.14 0.09 0.02 0.133
H -5.06769 0.51370 -1.18580 0.00 0.21 -0.17 0.114
H -7.09885 0.10510 0.61761 -0.09 0.11 0.06 0.114
H -5.78034 -0.70021 1.42631 0.13 0.09 0.25 0.107
H -6.03207 -1.33271 -1.48221 0.15 0.09 -0.11 0.124
H -7.94666 -2.81359 -1.15779 0.00 -0.11 -0.07 0.082
H -8.41277 -1.15719 -0.80159 -0.07 0.09 -0.02 0.080
H -8.10536 -2.29534 0.51120 -0.06 0.00 0.12 0.090
H -4.40986 -2.60322 -0.22517 0.15 -0.09 0.06 0.064
H -5.51539 -2.84428 1.12161 -0.09 -0.01 0.15 0.083
H -5.78339 -3.69572 -0.38486 0.02 -0.09 -0.16 0.081
H -5.59236 1.15756 2.60123 -0.13 -0.24 -0.14 0.117
H -4.78500 2.70755 2.59233 -0.04 0.08 -0.11 0.137
H -3.90860 2.31616 4.77993 0.01 0.26 0.05 0.133
H -1.95414 1.38458 3.25466 -0.11 0.04 0.16 0.142
H 0.25781 1.46455 2.47576 0.00 -0.03 0.14 0.135
C 2.56598 2.96350 -7.03759 -0.08 0.00 -0.04 -0.107
O 1.48652 2.11751 -6.68493 0.09 0.10 0.08 -0.192
C 1.84863 0.96605 -5.93877 -0.11 -0.14 -0.09 -0.217
C 1.35076 1.05620 -4.51139 0.05 0.18 0.09 -0.216
N 2.06268 2.07877 -3.75661 -0.20 0.04 -0.04 -0.041
C 1.48816 2.39860 -2.45566 0.19 -0.02 -0.09 -0.192
C 0.06534 2.94956 -2.39589 -0.08 0.00 0.21 -0.243
O -0.08775 4.25648 -2.90067 -0.02 -0.02 -0.06 -0.173
C -0.22832 4.36227 -4.30792 0.01 0.13 0.06 -0.088
H 2.19014 3.68235 -7.76289 -0.03 -0.01 0.00 0.091
H 2.95906 3.51576 -6.17688 0.06 -0.04 0.00 0.078
H 3.38008 2.39699 -7.49687 0.03 0.00 0.01 0.090
H 2.92977 0.80425 -5.96833 0.02 0.06 0.07 0.125
H 1.36905 0.10768 -6.41743 0.03 -0.01 -0.01 0.123
H 1.50408 0.08757 -4.02291 0.00 -0.01 0.01 0.116
H 0.26859 1.24199 -4.55484 -0.04 -0.09 -0.03 0.105
H 2.11436 2.92409 -4.30910 0.03 0.00 -0.04 0.074
H 2.14321 3.13532 -1.98489 -0.01 -0.01 0.04 0.125
H 1.53100 1.49542 -1.83644 -0.04 0.00 0.01 0.100
H -0.20185 3.01914 -1.33513 0.00 -0.01 0.00 0.113
H -0.66551 2.27243 -2.85874 0.07 -0.01 -0.12 0.103
H -0.76816 3.50906 -4.72677 0.04 -0.05 -0.01 0.089
H 0.73979 4.45799 -4.80472 -0.01 -0.09 -0.06 0.076
H -0.79600 5.26910 -4.51202 -0.01 0.00 0.04 0.091
C 2.42828 -2.74564 3.91283 0.03 -0.02 -0.10 -0.104
O 2.76246 -1.93734 2.79836 0.00 -0.04 0.13 -0.213
C 2.99342 -0.56779 3.09804 -0.03 0.14 -0.14 -0.223
C 4.45519 -0.19220 2.98330 0.14 -0.20 0.11 -0.215
N 5.24428 -0.79538 4.04604 -0.02 -0.08 -0.13 -0.049
C 6.69390 -0.67041 3.89231 -0.11 0.02 0.14 -0.193
C 7.35918 -1.29049 2.66805 0.15 0.06 -0.02 -0.226
O 7.36054 -2.70433 2.64850 -0.09 0.00 0.01 -0.174
C 6.18456 -3.31512 2.16074 0.12 -0.09 0.05 -0.103
H 2.06376 -3.69657 3.52759 0.01 0.01 -0.03 0.087
H 3.29304 -2.94461 4.55207 -0.03 0.04 0.06 0.082
H 1.63911 -2.28528 4.51484 0.01 0.00 0.03 0.090
H 2.60236 -0.31591 4.08990 0.07 -0.05 0.05 0.126
H 2.43242 0.00872 2.35636 0.01 0.04 -0.01 0.097
H 4.54287 0.89660 3.05432 0.02 0.01 -0.02 0.126
H 4.79559 -0.48952 1.98195 -0.06 0.08 -0.06 0.107
H 5.00880 -1.77582 4.12005 0.01 -0.02 -0.01 0.070
H 7.14851 -1.11986 4.77727 0.03 0.02 0.00 0.122
H 6.94558 0.39472 3.91499 0.01 0.01 -0.04 0.119
H 8.41160 -0.99999 2.69807 0.00 0.00 -0.01 0.124
H 6.95498 -0.89947 1.72579 -0.10 -0.02 0.02 0.111
H 5.71978 -2.72376 1.36635 -0.04 0.03 0.01 0.086
H 5.45561 -3.48955 2.95833 -0.08 0.05 -0.05 0.072
H 6.46390 -4.28609 1.75243 0.03 0.01 0.00 0.090
```
Forces are in eV/Å.

**Electronic energy**: -1751.771831 a.u.
**Max |F|**: 1.05 eV Å⁻¹
**Lowest unoccupied orbital energy**: -0.1412 Eh
**Total charge**: +1

---

Which value of electronic energy does entry 3 give?
-1751.771831 a.u.